Record 1
DFT (wB97M-V/def2-TZVPD) results for 2 unconnected molecules or ions with the total composition C4H11N3O in a non-equilibrium geometry.

```
19
Properties=species:S:1:pos:R:3:mulliken_charge:R:1
C -1.984 -0.574 0.077 0.352
C 0.531 1.079 -1.661 -1.239
C 2.087 -0.564 1.218 -0.772
C 0.688 0.020 -0.702 -0.300
N -2.039 0.525 0.461 0.357
N -2.198 -1.788 -0.206 -0.315
N 1.284 0.362 0.391 0.049
O -1.617 1.697 0.849 -0.295
H -0.388 0.850 -2.253 0.335
H 0.388 1.984 -1.256 0.498
H 1.372 0.979 -2.243 0.410
H 3.178 -0.334 1.427 0.326
H 1.556 -0.642 2.272 0.317
H 1.950 -1.513 0.805 0.326
H 0.477 -0.985 -0.815 0.702
H -2.886 -2.038 -0.885 0.281
H -1.777 -2.522 0.289 0.278
H -2.041 2.176 1.556 0.411
H 1.419 1.287 0.676 0.279
```

**Charge**: +2
**Energy**: -397.7052 Ha
**Largest force on an atom**: 5.7 eV/Å
**E_LUMO**: -8.70 eV
**Kohn-Sham gap**: 11.2 eV
**2S+1**: 1
**ΔE to the lowest compared entry with this formula, charge and spin**: 93.8 kcal per mole
**Molar mass**: 117.152 g mol⁻¹


Record 2
DFT (wB97M-V/def2-TZVPD) results for a molecular structure, C4H11N3O2.

```
20
Properties=species:S:1:pos:R:3:mulliken_charge:R:1
C 2.287 -0.562 0.099 -0.915
N 1.314 0.232 0.828 0.284
N 1.047 1.548 0.413 -0.687
C 0.480 -0.313 1.752 0.070
O 0.490 -1.478 2.103 -0.618
H 0.730 1.517 -0.555 0.230
H 1.895 2.102 0.480 0.253
H -0.212 0.444 2.152 0.448
H 2.012 -0.615 -0.957 0.282
H 2.305 -1.561 0.531 0.327
H 3.280 -0.112 0.187 0.310
N -0.868 -0.887 -1.159 0.190
C -1.948 -0.714 -0.421 -0.115
C -2.422 0.622 -0.406 -1.122
O -0.465 0.209 -1.823 -0.619
H -1.612 0.843 -1.543 0.397
H -0.595 -1.786 -1.540 0.221
H -2.475 -1.596 -0.081 0.420
H -1.776 1.354 0.078 0.319
H -3.464 0.751 -0.137 0.326
```

**Charge**: 0
**Energy**: -473.6103 Ha
**Largest force on an atom**: 0.8 eV/Å
**E_LUMO**: 0.83 eV
**Kohn-Sham gap**: 9.9 eV
**2S+1**: 1
**ΔE to the lowest compared entry with this formula, charge and spin**: 120.8 kcal per mole
**Molar mass**: 133.151 g mol⁻¹